# 1
72
Properties=species:S:1:pos:R:3:forces:R:3:lowdin_charge:R:1 method="wB97M-V/def2-TZVPD" total_energy_ha=-3888.705698 orbital_gap_ev=7.02 lumo_energy_ha=-0.026 charge=0 max_force_ha_per_bohr=0.0118 e_homo_ha=-0.284 mol_weight_g_mol=945.38 multiplicity=1
Bi -0.09560 0.27130 -1.37572 -0.1 0.2 0.3 1.914
C -2.89917 -2.16191 -1.16237 0.0 0.1 0.1 -0.046
N -2.04559 -1.37047 -2.03805 0.0 0.0 -0.2 -0.349
C -1.13468 -2.20616 -2.80694 0.1 0.0 0.2 -0.228
C -0.05797 -2.83662 -1.89120 0.2 0.2 0.1 -0.230
N 0.32750 -1.94945 -0.78881 -0.4 0.1 0.0 -0.180
C 0.72600 -2.49919 0.40802 0.2 -0.1 0.0 -0.211
C 0.16069 -3.61079 1.06288 -0.1 0.1 0.0 -0.143
F -0.90717 -4.24927 0.54117 0.0 0.0 -0.1 0.071
C 0.59230 -4.08232 2.29051 -0.1 0.0 -0.1 -0.152
F -0.02133 -5.13149 2.83787 -0.1 -0.1 0.0 0.124
C 1.61525 -3.46062 2.97177 0.0 0.0 0.0 -0.154
F 2.01612 -3.90080 4.16375 0.0 0.0 0.1 0.125
C 2.20848 -2.36623 2.37884 0.0 0.1 0.0 -0.152
F 3.21513 -1.74205 2.98969 0.1 0.0 0.0 0.127
C 1.78633 -1.93125 1.14148 -0.1 0.1 -0.2 -0.161
F 2.45893 -0.89683 0.60887 -0.1 0.1 0.0 0.056
C -2.79706 -0.39648 -2.82321 0.1 0.0 0.1 -0.227
C -3.34174 0.71501 -1.93303 0.1 0.3 0.1 -0.248
N -2.30169 1.28108 -1.07272 0.2 -0.6 0.0 -0.143
C -2.70310 1.89284 0.09021 0.1 0.2 0.0 -0.222
C -3.68695 1.46404 0.99554 0.0 -0.1 -0.1 -0.153
F -4.33570 0.29657 0.79142 0.0 0.0 0.0 0.069
C -3.98610 2.13008 2.17036 0.0 -0.1 0.0 -0.158
F -4.91314 1.63071 2.99220 -0.1 0.0 0.0 0.118
C -3.29059 3.26115 2.53613 0.1 0.0 0.0 -0.156
F -3.54547 3.87852 3.69065 0.0 0.1 0.1 0.121
C -2.28970 3.71235 1.69669 0.0 0.0 0.0 -0.153
F -1.58339 4.79150 2.03093 0.1 0.1 0.0 0.128
C -2.02793 3.05398 0.51526 0.0 -0.1 -0.1 -0.164
F -1.05140 3.53702 -0.26455 0.0 0.1 0.0 0.102
H -3.52459 -2.85298 -1.74479 0.0 0.0 0.0 0.104
H -3.54633 -1.50807 -0.58027 0.0 0.0 0.0 0.075
H -2.28997 -2.74465 -0.47501 0.0 0.0 0.0 0.071
H -0.66033 -1.57470 -3.56679 0.0 0.0 0.0 0.095
H -1.66319 -3.00289 -3.34458 0.0 0.0 0.0 0.128
H 0.81732 -3.04200 -2.52175 0.0 -0.1 0.0 0.103
H -0.41176 -3.79963 -1.53754 -0.1 -0.1 0.1 0.102
H -3.62399 -0.86058 -3.37532 0.0 0.0 0.0 0.130
H -2.11260 0.03779 -3.56145 0.0 0.0 0.0 0.102
H -4.20678 0.34907 -1.38150 0.0 0.0 0.0 0.097
H -3.72082 1.49097 -2.61149 -0.1 0.0 0.0 0.119
Cl 3.19050 4.18722 0.01715 0.0 0.0 0.0 0.715
C 2.18684 3.25960 1.07581 0.0 -0.1 -0.1 -0.575
C 2.17130 3.55497 2.44745 0.0 0.0 0.0 -0.108
C 1.39259 2.84013 3.31169 0.1 0.1 0.0 -0.608
Cl 1.38152 3.24404 4.99887 0.0 0.0 0.0 0.705
C 0.58549 1.78514 2.83227 -0.1 -0.1 0.0 -0.163
C -0.26938 0.99338 3.62905 0.0 0.1 0.0 0.015
C -1.03826 0.01761 3.05575 -0.1 -0.1 0.0 -0.011
C -0.95522 -0.19056 1.67556 0.0 0.0 -0.1 -0.112
N -0.14418 0.51582 0.91577 -0.1 0.0 0.3 -0.028
C 0.61698 1.50801 1.44979 -0.1 -0.1 0.1 -0.160
C 1.42214 2.24113 0.52954 0.2 0.0 -0.3 -0.433
O 1.40804 1.92070 -0.73146 -0.3 -0.1 0.2 -0.342
H 2.78076 4.36840 2.81707 0.0 0.0 0.0 0.111
H -0.31712 1.17986 4.69428 0.0 0.0 0.0 0.102
H -1.71314 -0.58875 3.64529 0.0 0.0 0.0 0.121
H -1.55853 -0.94357 1.17670 0.0 0.0 0.0 0.121
C 4.37457 0.32700 -1.29933 -0.2 0.0 0.0 -0.268
P 2.88585 -0.06426 -2.29133 0.3 0.0 -0.5 0.737
C 3.50502 -1.49552 -3.27563 -0.1 0.0 0.1 -0.295
C 3.00624 1.26152 -3.56108 0.0 -0.1 0.1 -0.289
H 5.24482 0.40456 -1.95317 0.0 0.0 0.0 0.045
H 4.54582 -0.44423 -0.54915 0.0 0.0 0.0 0.034
H 4.21186 1.27885 -0.79052 0.0 0.0 0.0 0.025
H 4.49117 -1.29131 -3.69988 0.0 0.0 0.0 0.037
H 2.80724 -1.70550 -4.08987 0.0 0.0 0.0 0.031
H 3.56661 -2.38254 -2.64081 0.0 0.0 0.0 0.034
H 3.97286 1.22430 -4.06769 0.0 0.1 0.0 0.040
H 2.88647 2.22547 -3.06470 0.0 0.0 0.0 0.032
H 2.21291 1.15197 -4.30455 0.0 0.0 0.0 0.034

=====

# 2
12
Properties=species:S:1:pos:R:3:forces:R:3:lowdin_charge:R:1 method="wB97M-V/def2-TZVPD" total_energy_ha=-360.469275 orbital_gap_ev=9.13 lumo_energy_ha=0.013 charge=0 max_force_ha_per_bohr=0.0098 e_homo_ha=-0.322 e_above_lowest_kj_mol=525.5 mol_weight_g_mol=99.09 multiplicity=1
C -0.26940 -2.02667 -0.51794 0.1 -0.1 0.0 -0.004
O -0.96777 -0.79626 -0.86712 0.0 -0.1 -0.2 -0.095
C -0.54015 0.37093 -0.11105 -0.3 0.0 0.3 -0.389
N -1.53970 -0.13416 0.51310 0.4 0.3 0.0 0.313
O 0.06893 1.92183 1.97876 0.2 0.1 -0.4 0.000
C 0.67821 2.07954 0.92919 -0.1 0.0 0.1 -0.313
C 0.46623 1.26565 -0.25264 -0.1 -0.1 0.1 -0.033
H 0.54369 -1.80466 0.17556 -0.1 0.0 -0.2 0.104
H -1.00033 -2.68501 -0.04662 0.1 0.1 -0.1 0.101
H 0.09492 -2.44361 -1.45816 0.0 0.1 0.1 0.101
H 1.45344 2.86730 0.83896 -0.1 -0.1 0.0 0.113
H 1.01192 1.38512 -1.18204 -0.1 -0.1 0.2 0.102

=====

# 3
13
Properties=species:S:1:pos:R:3:forces:R:3:lowdin_charge:R:1 method="wB97M-V/def2-TZVPD" total_energy_ha=-775.515011 orbital_gap_ev=7.48 lumo_energy_ha=0.135 charge=-1 max_force_ha_per_bohr=0.0633 e_homo_ha=-0.140 e_above_lowest_kj_mol=84.0 mol_weight_g_mol=133.15 multiplicity=1
C 2.12171 2.49339 -0.70511 -0.9 -2.3 1.5 -0.732
C -0.49696 -0.02129 -0.22204 0.7 3.0 1.1 -0.247
C 1.00745 0.23124 0.32046 -0.9 -1.6 -1.3 -0.363
N -1.17207 1.32562 -0.09276 -0.3 -1.2 2.3 -0.334
N 1.21714 1.60549 0.48201 1.2 0.8 -0.2 -0.435
O 1.79928 3.62330 -0.59541 -0.3 2.8 -0.4 0.003
O 2.88095 1.76557 -1.29912 0.3 -0.4 -0.4 -0.002
S -0.20157 2.08981 1.19461 -0.3 0.5 -0.5 0.798
H -0.48930 -0.16130 -1.28539 -0.3 -1.3 -0.4 0.083
H -0.95006 -0.65997 0.54270 -0.4 -0.5 -1.1 0.082
H 0.93772 -0.19648 1.30407 0.7 -0.9 0.5 0.059
H 1.67225 -0.27156 -0.40050 0.3 0.3 0.7 0.103
H -0.82782 1.91842 -0.79064 0.3 0.7 -1.9 -0.013

=====

# 4
40
Properties=species:S:1:pos:R:3:forces:R:3:lowdin_charge:R:1 method="wB97M-V/def2-TZVPD" total_energy_ha=-1260.319288 orbital_gap_ev=9.36 lumo_energy_ha=0.004 charge=0 max_force_ha_per_bohr=0.0630 e_homo_ha=-0.340 e_above_lowest_kj_mol=113.2 mol_weight_g_mol=259.32 multiplicity=1
C -0.47217 -1.49080 -0.47670 -0.1 -0.3 0.7 -0.052
N -1.46703 -0.48913 0.01665 2.7 -1.4 -1.3 -0.106
C -2.81545 -1.03006 -0.05439 -1.5 1.3 -0.2 -0.044
C -1.11301 0.81844 -0.18363 -1.4 -0.1 0.8 -0.405
O -1.98661 1.67430 0.05137 0.9 0.2 -0.5 -0.001
C 0.35780 1.25866 -0.53036 -2.7 -0.1 0.2 -0.157
C 0.36661 1.96832 -1.88938 -0.3 -0.1 -0.5 -0.506
S 1.36112 1.05912 -3.14379 -1.0 0.6 0.0 0.731
H -1.00338 -2.37873 -0.82487 0.2 0.3 -0.2 0.092
H 0.23651 -1.13304 -1.20824 -0.6 0.2 -0.6 0.040
H 0.20499 -1.82128 0.30589 -0.4 -0.1 0.5 0.068
H -3.51446 -0.50678 0.60536 0.3 -0.1 0.0 0.079
H -2.90751 -2.09573 0.14693 0.7 0.1 0.3 0.093
H -3.20896 -0.88712 -1.06716 0.0 0.0 -0.1 0.103
H 0.46491 2.03210 0.20724 0.7 0.1 0.6 0.093
H 1.00901 0.41323 -0.37078 0.5 0.5 -0.2 0.045
H 0.67898 3.00443 -1.83960 1.0 0.0 0.3 0.072
H -0.64598 2.21703 -2.21704 -0.2 -1.0 -0.3 0.076
H 2.44881 1.70823 -2.76703 0.6 -0.1 0.0 -0.144
O -2.98758 0.86102 2.45167 1.0 1.4 -0.8 -0.088
H -2.67784 1.14942 1.54886 -0.7 -0.8 0.2 -0.013
H -2.74744 1.72079 2.84180 -0.5 -0.5 0.8 0.040
O 1.53333 -0.09264 1.80457 0.0 0.2 0.7 -0.055
H 2.04333 -0.63810 2.41614 0.1 -0.1 -0.1 0.062
H 0.85140 0.24614 2.42054 0.3 -0.2 -0.6 0.056
O -0.54895 -1.33127 3.28306 -0.5 0.0 -0.8 -0.061
H -1.00953 -1.00344 2.48549 0.3 0.3 0.4 0.015
H -1.09691 -2.09911 3.45725 0.1 -0.3 0.5 0.044
O -0.68143 3.49398 2.27867 0.3 -0.6 -1.8 -0.064
H -0.43371 3.79196 1.37523 -0.1 0.8 0.9 0.049
H -0.89713 2.60684 1.94138 -0.4 -0.1 0.9 -0.008
O 2.39607 -1.83534 -0.75195 -0.7 0.7 -0.1 -0.061
H 2.13408 -1.60314 0.15386 0.7 -0.6 -0.1 0.036
H 3.10310 -2.46846 -0.84540 0.2 -0.2 0.7 0.076
O 0.86687 -2.89989 -2.68982 0.0 -0.3 -0.4 -0.062
H 0.09274 -2.54631 -3.12269 -0.5 0.0 -0.1 0.033
H 1.56766 -2.53250 -3.23039 0.4 0.1 0.0 0.037
O 3.77748 0.43838 -1.13744 -0.4 0.1 0.5 -0.113
H 3.62316 0.68099 -0.21313 0.3 0.2 -0.1 0.032
H 3.09714 -0.26053 -1.22814 0.5 0.1 -0.3 -0.031

=====

# 5
72
Properties=species:S:1:pos:R:3:forces:R:3:lowdin_charge:R:1 method="wB97M-V/def2-TZVPD" total_energy_ha=-3543.345468 orbital_gap_ev=7.48 lumo_energy_ha=-0.032 charge=0 max_force_ha_per_bohr=0.0280 e_homo_ha=-0.307 mol_weight_g_mol=832.18 multiplicity=1
C 3.98625 2.69550 4.79507 0.0 0.2 0.1 0.023
C 4.12855 1.42238 4.01175 0.6 1.0 0.0 -0.550
O 3.37913 0.50988 4.09188 -0.9 -1.1 0.1 0.136
O 5.17791 1.31867 3.15964 0.2 0.0 -0.4 -0.027
C 5.65301 2.49196 2.49005 0.0 0.1 -0.1 -0.179
C 6.52069 2.08555 1.29445 0.0 0.1 -0.1 -0.142
C 6.02832 0.87103 0.47664 0.0 0.2 0.0 -0.161
C 5.23751 1.26287 -0.78107 0.2 0.1 0.1 -0.160
N 4.60546 0.13321 -1.45478 0.1 0.0 -0.1 0.111
C 3.48561 -0.52702 -1.16856 -0.2 -0.2 0.0 -0.304
N 3.09881 -1.60879 -1.89131 0.2 0.2 0.1 0.177
C 1.97956 -2.01284 -1.33359 0.0 0.0 -0.1 -0.084
N 1.63583 -1.25395 -0.30348 0.2 -0.3 -0.2 0.135
N 2.59366 -0.27429 -0.18792 -0.2 0.0 0.0 0.034
C 2.48850 0.69550 0.89636 0.0 0.1 0.1 -0.057
C 1.94040 2.11414 0.59550 -0.1 0.0 0.2 -0.022
C 1.31610 2.46828 -0.74858 0.0 0.1 0.1 -0.417
F 2.13440 2.03162 -1.75437 0.0 0.1 0.1 0.119
F 1.27259 3.82380 -0.82532 0.1 -0.2 0.0 0.130
C -0.10208 1.95039 -1.12484 0.0 -0.1 -0.1 -0.328
F -0.42963 2.52411 -2.28813 0.0 0.0 0.2 0.185
F 0.02465 0.61697 -1.34018 0.1 0.0 0.0 0.127
C -1.27136 2.20760 -0.09433 0.1 -0.2 -0.2 -0.329
F -2.38585 2.49684 -0.76217 0.0 0.0 0.1 0.201
F -0.92584 3.27266 0.66188 0.0 0.0 0.0 0.155
C -1.57858 1.02458 0.88758 -0.1 0.1 0.1 -0.301
F -2.13346 1.53398 1.99067 0.0 0.0 -0.2 0.187
F -0.37891 0.48002 1.26613 0.1 0.1 0.0 0.104
C -2.51561 -0.09720 0.31398 0.1 0.0 0.0 -0.360
F -3.76941 0.28177 0.51589 -0.1 0.0 0.1 0.210
F -2.28343 -0.23491 -0.99945 0.0 0.0 0.0 0.169
C -2.26404 -1.47692 1.00224 0.0 0.1 0.1 -0.292
F -1.01966 -1.91834 0.62110 -0.1 0.0 -0.1 0.095
F -2.23084 -1.30073 2.32805 0.0 -0.1 0.0 0.181
C -3.33891 -2.55524 0.61415 0.1 0.2 0.2 -0.349
F -4.22886 -2.63717 1.60902 0.0 0.0 -0.1 0.191
F -3.93308 -2.14054 -0.50111 -0.3 -0.3 -0.3 0.192
C -2.76432 -3.97459 0.36774 0.2 0.2 0.1 -0.563
F -2.03658 -4.35393 1.42384 0.0 0.0 0.2 0.179
F -3.74732 -4.82426 0.18704 -0.2 -0.2 0.0 0.227
F -1.97069 -3.98418 -0.70303 0.0 0.0 -0.2 0.178
H 4.94726 3.13497 5.06659 -0.1 -0.1 0.0 0.090
H 3.40259 2.47742 5.68790 0.0 0.1 -0.1 0.099
H 3.44006 3.43354 4.19747 0.0 -0.1 0.1 0.098
H 4.79357 3.08260 2.14988 0.0 -0.1 0.0 0.119
H 6.22734 3.12365 3.17167 0.0 -0.1 0.0 0.128
H 6.56344 2.97431 0.65060 0.1 -0.1 0.0 0.122
H 7.54825 1.90921 1.61950 -0.2 -0.1 0.1 0.118
H 6.90131 0.28699 0.17858 -0.1 -0.1 -0.1 0.120
H 5.41248 0.21823 1.09760 0.1 0.0 0.1 0.100
H 4.50171 2.04291 -0.56668 -0.1 -0.1 0.0 0.108
H 5.91777 1.69215 -1.52101 -0.1 0.0 0.1 0.136
H 5.09928 -0.27262 -2.23571 -0.1 0.0 0.0 0.159
H 1.38125 -2.85215 -1.66639 0.1 0.1 0.1 0.156
H 0.81518 -1.30690 0.28672 0.0 0.2 0.0 0.139
H 3.47018 0.77735 1.35695 0.0 0.0 0.0 0.097
H 1.87054 0.20820 1.64867 0.1 0.1 0.0 0.127
H 1.22717 2.36496 1.38453 0.1 0.0 -0.1 0.129
H 2.75060 2.84256 0.69037 0.0 -0.1 -0.1 0.120
B -7.52783 -2.39977 -3.12318 -0.1 -0.1 0.0 -0.875
O -8.73657 -2.19066 -3.92749 0.1 0.0 0.0 0.232
C -9.07773 -3.32448 -4.52924 -0.1 0.1 0.0 -0.388
O -10.01112 -3.49102 -5.25590 0.0 0.0 0.0 0.151
C -8.04005 -4.39642 -4.11960 0.1 -0.1 0.0 -0.390
O -8.02668 -5.53821 -4.47262 0.0 0.0 0.0 0.147
O -7.16683 -3.81299 -3.30728 0.0 0.0 0.0 0.225
O -6.42252 -1.50582 -3.54254 0.0 0.1 0.1 0.235
C -6.03845 -0.76286 -2.52502 0.2 0.0 -0.2 -0.406
O -5.14277 0.03779 -2.51866 0.0 0.0 0.0 0.124
C -6.90909 -1.13750 -1.31065 -0.1 -0.1 0.2 -0.407
O -6.80063 -0.67412 -0.20933 0.0 0.0 0.0 0.131
O -7.74809 -2.07974 -1.69412 0.0 0.1 0.0 0.236

=====

# 6
14
Properties=species:S:1:pos:R:3:forces:R:3:lowdin_charge:R:1 method="wB97M-V/def2-TZVPD" total_energy_ha=-378.684827 orbital_gap_ev=9.90 lumo_energy_ha=0.001 charge=0 max_force_ha_per_bohr=0.1939 e_homo_ha=-0.363 e_above_lowest_kj_mol=488.6 mol_weight_g_mol=110.12 multiplicity=1
C -1.69847 -0.99054 -0.05049 -6.4 -3.3 6.9 -0.154
N -2.46123 0.08594 0.14795 3.2 -1.5 -0.1 0.079
N -1.48549 1.17262 0.10212 -1.9 2.2 -0.8 0.093
C -0.41050 0.75892 -0.37258 -0.1 -4.0 -1.2 -0.328
C 0.97058 1.13893 -0.30657 2.7 -0.2 0.3 -0.077
C 1.39847 -0.09656 0.55414 -0.3 -0.5 1.6 -0.149
O 0.90910 -1.24375 -0.19440 -1.6 0.8 1.4 -0.057
C -0.41060 -0.79149 -0.44548 3.3 2.4 -4.3 -0.336
H -2.05585 -1.92229 0.70543 0.5 1.9 -3.2 0.190
H 1.75228 1.17490 -1.14351 -2.0 0.5 0.6 0.160
H 0.77683 2.01538 0.25848 1.6 1.5 0.7 0.110
H 2.43405 -0.40447 0.73133 0.0 1.0 0.1 0.126
H 0.79869 -0.00356 1.54544 1.2 -0.4 -1.3 0.158
H -0.51788 -0.89401 -1.53185 -0.2 -0.3 -0.7 0.185